[1]
Computed, not measured: an isolated molecule of C5H9P, with ωB97M-V/def2-TZVPD.

Results
* Kohn-Sham gap: 10.13 eV
* energy above the lowest of the compared OMol25 structures with the same formula, charge and spin: 14.2 kcal per mole
* SMILES: P[C@H]1C=CCC1
* E_HOMO: -9.04 eV

Cartesian coordinates (Å):
P1 -2.43012 -0.01837 -0.02125
C1 -0.74661 -0.05711 -0.62075
C2 -0.03224 1.26059 -0.49837
C3 1.17968 1.04722 -0.06871
C4 1.48278 -0.43043 0.10837
C5 0.13062 -1.07013 0.17462
H1 -1.97876 1.02970 0.90758
H2 -2.32404 -1.13141 0.89732
H3 -0.75358 -0.35452 -1.63244
H4 -0.57914 2.13119 -0.71905
H5 2.00331 1.83875 -0.08282
H6 2.30027 -0.57160 -0.65108
H7 2.02493 -0.60393 1.05092
H8 0.02380 -2.08118 -0.06930
H9 -0.30090 -0.98876 1.22496



[2]
Computed, not measured: an isolated molecule of C11H16ClNO2, with ωB97M-V/def2-TZVPD.

Results
* Kohn-Sham gap: 9.28 eV
* energy above the lowest of the compared OMol25 structures with the same formula, charge and spin: 109.2 kcal per mole
* SMILES: CO/C1=C/[C@H]2C=C[C@@](OC)(CCC1)N2Cl
* E_HOMO: -8.51 eV

Cartesian coordinates (Å):
C1 0.72783 2.87258 3.25336
O1 1.27587 1.72792 2.69997
C2 0.69840 0.95843 1.74468
C3 -0.51866 1.22965 1.20376
C4 -1.42600 0.74840 -0.02693
C5 -0.66068 1.26161 -1.18529
C6 -0.38011 0.27834 -2.03067
C7 -0.81718 -1.10692 -1.43945
O2 -1.35360 -2.04723 -2.37354
C8 -0.51639 -2.67550 -3.32467
C9 0.32421 -1.79385 -0.65088
C10 0.55594 -1.38049 0.84557
C11 1.51716 -0.21954 1.19955
N1 -1.96396 -0.72952 -0.58631
Cl1 -3.43426 -0.62698 -1.37847
H1 1.13365 3.04291 4.33708
H2 -0.39060 2.94036 3.50055
H3 0.85336 3.69412 2.58588
H4 -0.94260 2.31332 1.41407
H5 -2.40612 1.28280 0.08481
H6 -0.48090 2.41779 -1.42690
H7 0.09158 0.27137 -2.99541
H8 -1.18316 -3.46101 -3.63454
H9 0.43344 -3.09832 -2.84471
H10 -0.38264 -1.88701 -4.01815
H11 1.18320 -1.68619 -1.21628
H12 0.09327 -2.88397 -0.85742
H13 0.86613 -2.29553 1.40412
H14 -0.43151 -1.00327 1.02064
H15 2.36985 -0.58655 1.92720
H16 1.99090 0.18999 0.34121



[3]
Computed, not measured: a structure of composition C3H5HoO3, with ωB97M-V/def2-TZVPD.

Results
* net charge: +3
* Kohn-Sham gap (alpha / beta): 10.42 / 4.19 eV
* energy above the lowest of the compared OMol25 structures with the same formula, charge and spin: 0.0 kcal per mole
* 2S+1: 6
* E_HOMO (alpha / beta): -23.67 / -22.86 eV

Cartesian coordinates (Å):
O1 0.10885 -0.41876 0.54149
C1 -0.31797 0.80793 0.12624
C2 0.57888 1.94464 0.43320
H1 -1.40835 0.89278 0.39699
H2 0.81068 1.97859 1.50871
H3 0.09168 2.88202 0.14556
H4 1.52776 1.84143 -0.11217
O2 -0.93665 -1.18186 -1.27298
C3 -0.38085 -1.53746 -0.22932
O3 0.25745 -2.56527 0.03664
Ho1 0.50335 -4.97300 -0.49748
H5 -0.83484 0.32897 -1.07691



[4]
Computed, not measured: an isolated molecule of C4H6N2O2, with ωB97M-V/def2-TZVPD.

Results
* Kohn-Sham gap: 10.33 eV
* energy above the lowest of the compared OMol25 structures with the same formula, charge and spin: 65.8 kcal per mole
* SMILES: [H]/N=C\N1CCC(=O)O1
* E_HOMO: -9.78 eV

Cartesian coordinates (Å):
H1 1.58896 -2.20805 -0.06043
N1 2.22413 -1.47098 0.29887
C1 1.74091 -0.27090 0.04246
N2 0.62903 -0.02867 -0.75318
C2 -0.13983 1.15680 -0.37401
C3 -1.22394 0.53705 0.52153
C4 -1.37115 -0.83194 -0.04207
O1 -2.31155 -1.60859 -0.08237
O2 -0.18909 -1.15738 -0.60896
H2 2.25721 0.59479 0.42550
H3 0.45947 1.91804 0.10392
H4 -0.59756 1.54538 -1.33142
H5 -2.09153 1.17799 0.30391
H6 -0.97508 0.64645 1.55625



Please write out number 4 again, unchanged.
Computed, not measured: an isolated molecule of C4H6N2O2, with ωB97M-V/def2-TZVPD.

Results
* Kohn-Sham gap: 10.33 eV
* energy above the lowest of the compared OMol25 structures with the same formula, charge and spin: 65.8 kcal per mole
* SMILES: [H]/N=C\N1CCC(=O)O1
* E_HOMO: -9.78 eV

Cartesian coordinates (Å):
H1 1.58896 -2.20805 -0.06043
N1 2.22413 -1.47098 0.29887
C1 1.74091 -0.27090 0.04246
N2 0.62903 -0.02867 -0.75318
C2 -0.13983 1.15680 -0.37401
C3 -1.22394 0.53705 0.52153
C4 -1.37115 -0.83194 -0.04207
O1 -2.31155 -1.60859 -0.08237
O2 -0.18909 -1.15738 -0.60896
H2 2.25721 0.59479 0.42550
H3 0.45947 1.91804 0.10392
H4 -0.59756 1.54538 -1.33142
H5 -2.09153 1.17799 0.30391
H6 -0.97508 0.64645 1.55625



- What is the formula in the fourth record?
  C4H6N2O2



- Which value of energy above the lowest of the compared OMol25 structures with the same formula, charge and spin does entry 3 give?
  0.0 kcal per mole



- Among the records above, which one has the lowest energy above the lowest of the compared OMol25 structures with the same formula, charge and spin?
  C3H5HoO3